# 1
20
Properties=species:S:1:pos:R:3 method="wB97M-V/def2-TZVPD" smiles="N[C@]1([NH3+])CC(=O)O[C@]1(N)O" total_energy_ev=-14915.866 charge=+1
N -0.47 -0.77 1.68
C -0.09 0.07 0.61
N 1.39 0.40 0.86
C -0.78 1.35 0.22
C -0.62 1.44 -1.36
O -0.64 2.50 -1.92
O -0.44 0.23 -1.84
C -0.19 -0.67 -0.79
N 1.08 -1.27 -0.85
O -1.16 -1.59 -0.79
H -0.88 -1.57 1.28
H -0.89 -0.42 2.58
H 1.74 1.26 0.53
H 1.93 -0.35 0.31
H 1.54 0.31 1.86
H -0.23 2.20 0.58
H -1.82 1.65 0.47
H 1.08 -2.33 -0.56
H 1.45 -1.19 -1.75
H -1.99 -1.22 -1.13

# 2
6
Properties=species:S:1:pos:R:3 method="wB97M-V/def2-TZVPD" total_energy_ev=-4621.092
C 0.60 0.36 -0.11
H -0.56 -1.30 0.04
H -1.60 0.14 0.67
H 0.56 1.44 -0.21
N -0.61 -0.27 -0.30
O 1.61 -0.37 -0.08

# 3
12
Properties=species:S:1:pos:R:3 method="wB97M-V/def2-TZVPD" smiles="Nc1[nH]c(=O)[nH]c1[O-]" total_energy_ev=-11741.927 charge=-1
N 1.85 0.84 0.05
C 0.62 0.13 0.17
N -0.48 1.03 0.12
C -1.60 0.33 -0.01
O -2.77 0.80 -0.08
N -1.15 -1.02 0.00
C 0.21 -1.14 0.05
O 0.68 -2.29 -0.04
H 2.60 0.27 0.54
H 2.09 1.05 -0.96
H -0.54 1.96 -0.07
H -1.52 -1.95 0.23

# 4
59
Properties=species:S:1:pos:R:3 method="wB97M-V/def2-TZVPD" multiplicity=5 s_squared=6.021 total_energy_ev=-50217.343 charge=+1
Rh 0.11 -0.55 0.95
N -1.86 -4.34 -0.21
C -1.40 -3.26 0.42
S 0.30 -2.86 0.28
N -2.17 -2.57 1.21
N -1.78 -1.42 1.66
C -2.22 -0.91 2.77
C -1.72 0.37 3.19
C -2.23 1.05 4.31
C -1.69 2.27 4.64
C -0.68 2.81 3.86
C -0.21 2.07 2.79
N -0.70 0.88 2.47
H -1.23 -4.94 -0.71
H -2.82 -4.62 -0.07
H -2.92 -1.47 3.39
H -3.03 0.61 4.89
H -2.06 2.81 5.50
H -0.26 3.78 4.08
H 0.60 2.43 2.17
C 3.30 0.61 0.87
O 2.33 0.20 1.82
C 2.85 -0.73 2.75
C 1.81 -0.88 3.86
O 0.64 -1.53 3.40
C 0.61 -2.93 3.63
H 4.19 1.01 1.38
H 2.84 1.39 0.27
H 3.59 -0.21 0.21
H 3.79 -0.35 3.18
H 3.04 -1.70 2.27
H 1.49 0.12 4.18
H 2.23 -1.41 4.72
H 0.75 -3.13 4.70
H 1.36 -3.46 3.06
H -0.38 -3.28 3.33
C -0.84 1.89 -7.02
C -0.55 1.53 -5.60
C -0.85 2.40 -4.56
C -0.65 2.02 -3.24
C -0.95 2.96 -2.11
C -0.15 0.75 -2.96
C 0.25 -0.11 -3.99
C 0.91 -1.42 -3.69
C 0.03 0.30 -5.30
C -0.08 0.30 -1.54
O 1.02 0.05 -0.99
O -1.14 0.15 -0.89
H -1.47 2.77 -7.09
H -1.33 1.06 -7.52
H 0.10 2.09 -7.54
H -1.25 3.38 -4.77
H -1.16 3.96 -2.49
H -0.11 3.01 -1.43
H -1.82 2.62 -1.55
H 0.40 -1.94 -2.88
H 1.94 -1.24 -3.37
H 0.92 -2.06 -4.57
H 0.30 -0.35 -6.11